Entry 1:
Molecular formula: C3H3FOS
Method: DFT, ωB97M-V/def2-TZVPD

Last column: natural (NBO) charge in e.
CARTESIAN COORDINATES (ANGSTROEM)
1 O -2.31964 1.08328 -0.13330  -0.525
2 C -2.03046 -0.09440 -0.13714  0.228
3 S -0.52002 -0.98045 0.09546  0.305
4 C 0.52802 0.45544 0.11776  -0.478
5 C 1.77867 0.70580 0.13075  0.242
6 F 2.87770 -0.16157 -0.23976  -0.367
7 H -2.86000 -0.84920 0.08461  0.137
8 H -0.08153 1.29607 0.34252  0.259
9 H 2.26226 1.62718 0.60155  0.197

Forces on the atoms, in the same order (eV/Å):
O 1.3 -1.1 -0.7
C -2.3 -0.3 2.0
S 0.8 1.1 -1.0
C -2.6 -1.3 0.3
C 6.0 0.4 0.4
F -2.6 1.1 0.8
H 0.7 0.5 -0.9
H -0.4 0.8 0.4
H -1.0 -1.2 -1.3

Calculated values
HOMO energy ... -9.8 eV
ΔE to the lowest compared entry with this formula, charge and spin ... 1.204 eV
Structure (SMILES) ... O=CS/C=C\F
HOMO-LUMO gap ... 10.107 eV

=====

Entry 2:
Molecular formula: C3H3FP2
Method: DFT, ωB97M-V/def2-TZVPD

Last column: natural (NBO) charge in e.
CARTESIAN COORDINATES (ANGSTROEM)
1 F 3.37772 -0.61055 0.03790  -0.321
2 C 2.07875 -0.38719 0.07161  0.210
3 P 1.38592 1.52822 -0.06392  0.502
4 C -0.33533 0.84874 0.13693  -1.098
5 P -0.63580 -1.01467 -0.03489  0.636
6 C 1.11647 -1.32123 0.04119  -0.688
7 H -0.94949 1.41461 -0.56095  0.256
8 H -0.48648 1.28311 1.09490  0.268
9 H 1.32937 -2.33985 -0.09688  0.233

Forces on the atoms, in the same order (eV/Å):
F 0.3 -0.4 0.1
C -1.4 4.9 -0.4
P 1.0 -4.0 0.3
C 0.8 -0.2 -1.6
P 1.9 1.6 0.6
C -2.1 -0.4 -0.4
H -0.4 0.0 0.0
H -0.9 0.0 1.3
H 0.8 -1.4 0.1

Calculated values
HOMO energy (alpha / beta) ... -8.3 / -8.0 eV
ΔE to the lowest compared entry with this formula, charge and spin ... 0.925 eV
Structure (SMILES) ... FC1=PCP=C1
HOMO-LUMO gap (alpha / beta) ... 7.245 / 6.896 eV

=====

Entry 3:
Molecular formula: C3H3FS2
Method: DFT, ωB97M-V/def2-TZVPD

Last column: natural (NBO) charge in e.
CARTESIAN COORDINATES (ANGSTROEM)
1 F -3.56077 0.33131 -0.19101  -0.475
2 S -2.71835 -1.03601 0.06505  0.660
3 C -1.11767 -0.20769 0.20277  -0.294
4 C 0.03606 -0.87026 -0.00224  -0.314
5 C 1.25829 -0.20746 0.22050  -0.271
6 S 2.76868 -0.76032 -0.11307  0.034
7 H -1.44186 0.86236 0.37207  0.251
8 H -0.11883 -1.84570 -0.29957  0.221
9 H 0.98687 0.72416 0.66845  0.189

Forces on the atoms, in the same order (eV/Å):
F -0.1 -0.2 0.0
S 1.2 0.7 0.0
C -2.5 0.2 -0.3
C -1.8 1.6 0.6
C 1.4 -0.7 -0.3
S -1.1 0.5 0.3
H 1.4 -1.0 0.1
H 0.5 -2.2 -0.7
H 0.9 1.1 0.3

Calculated values
HOMO energy (alpha / beta) ... -8.9 / -8.9 eV
ΔE to the lowest compared entry with this formula, charge and spin ... 1.378 eV
Structure (SMILES) ... FS/C=C/C=S
HOMO-LUMO gap (alpha / beta) ... 7.738 / 7.737 eV

=====

Entry 4:
Molecular formula: C3H3FeLi2O3
Method: DFT, ωB97M-V/def2-TZVPD

Last column: natural (NBO) charge in e.
CARTESIAN COORDINATES (ANGSTROEM)
1 O 0.00258 -0.19190 0.49027  -0.629
2 C -1.27512 0.31828 0.43942  0.327
3 C 1.08796 0.68262 0.42479  -0.015
4 O -2.04715 -0.65091 0.23699  -0.906
5 C 1.95034 0.67125 -0.59148  -0.310
6 Li -3.90549 -0.61256 -0.08983  0.991
7 H 1.20549 1.23579 1.35544  0.217
8 H 2.82155 1.32339 -0.53366  0.264
9 H 1.71129 0.25189 -1.57124  0.243
10 Li -1.22053 2.47124 0.48696  0.945
11 Fe -0.59742 -2.17224 0.18148  1.490
12 O 0.26650 -3.32684 -0.82913  -0.616

Forces on the atoms, in the same order (eV/Å):
O -1.2 -0.3 -0.3
C 0.7 0.6 -0.3
C 1.8 0.7 0.1
O -0.8 -0.3 0.2
C -1.1 1.0 0.1
Li -0.2 -0.1 0.0
H 0.3 -0.2 -0.1
H -0.2 -0.2 0.0
H 0.3 -0.5 0.5
Li 0.1 0.3 0.0
Fe 1.5 -2.2 -1.3
O -1.1 1.4 1.2

Calculated values
Multiplicity ... 6
Expectation value of S² ... 8.78
HOMO energy (alpha / beta) ... -17.9 / -17.4 eV
HOMO-LUMO gap (alpha / beta) ... 10.015 / 8.834 eV
Total charge ... +2

=====

Entry 5:
Molecular formula: C3H3HgO2
Method: DFT, ωB97M-V/def2-TZVPD

Last column: natural (NBO) charge in e.
CARTESIAN COORDINATES (ANGSTROEM)
1 C -0.30278 0.86108 -1.16966  -0.343
2 C 0.61113 -0.24775 -0.88442  -0.190
3 H 0.56016 -1.17270 -1.48104  0.183
4 H -1.32327 0.53588 -1.41837  0.149
5 H 1.59488 0.27688 -0.94968  0.192
6 O -0.92983 0.68357 1.88365  -0.690
7 C -0.76501 0.46423 0.67022  0.681
8 O 0.28504 -0.51978 0.47893  -0.594
9 Hg 0.26968 -0.88141 2.87037  0.611

Forces on the atoms, in the same order (eV/Å):
C -3.3 0.7 2.8
C 1.8 -0.2 -1.1
H 0.1 0.3 0.1
H 0.2 -0.2 -1.1
H -0.1 -1.3 0.3
O -1.5 0.5 -2.5
C 3.5 0.3 0.2
O -1.4 0.7 0.0
Hg 0.8 -0.9 1.2

Calculated values
Multiplicity ... 2
Expectation value of S² ... 0.77
HOMO energy (alpha / beta) ... -8.2 / -7.8 eV
ΔE to the lowest compared entry with this formula, charge and spin ... 3.767 eV
HOMO-LUMO gap (alpha / beta) ... 8.336 / 4.886 eV

=====

Entry 6:
Molecular formula: C3H3I2NO2
Method: DFT, ωB97M-V/def2-TZVPD

Last column: natural (NBO) charge in e.
CARTESIAN COORDINATES (ANGSTROEM)
1 C -0.60994 -1.39683 -0.27783  0.879
2 C -0.64377 0.85966 -0.49420  -0.174
3 C 0.58429 0.48605 0.34897  -0.190
4 N 0.57735 -0.90334 0.24791  -0.715
5 O -0.91106 -2.54161 -0.36584  -0.572
6 O -1.35386 -0.34989 -0.67351  -0.480
7 I 2.42307 1.36520 -0.44425  0.100
8 I 0.34960 1.16155 2.45597  0.302
9 H -1.30315 1.58784 -0.01724  0.210
10 H -0.35599 1.24161 -1.48106  0.213
11 H 1.24347 -1.51025 0.70108  0.428

Forces on the atoms, in the same order (eV/Å):
C 0.7 0.0 0.2
C 0.2 0.4 -0.2
C -0.8 -1.7 -2.5
N -0.3 0.5 -0.1
O -0.4 -0.5 -0.1
O -0.6 -0.4 -0.2
I 1.1 0.8 0.1
I 0.2 1.1 2.6
H 0.2 -0.1 0.1
H 0.0 -0.1 0.3
H -0.1 0.0 0.0

Calculated values
Multiplicity ... 3
Expectation value of S² ... 2.01
HOMO energy (alpha / beta) ... -6.5 / -9.8 eV
ΔE to the lowest compared entry with this formula, charge and spin ... 0.000 eV
HOMO-LUMO gap (alpha / beta) ... 6.634 / 5.661 eV